Record 1
Density functional theory data (the ωB97M-V functional and the def2-TZVPD basis) for a 2-piece molecular cluster, C8H9Br2F overall.

XYZ file:
```
20
C8H9Br2F the ωB97M-V functional and the def2-TZVPD basis
Br -1.935 2.544 1.047
C -0.935 0.861 1.422
C 0.543 1.245 1.688
Br 1.665 -0.283 2.316
H -1.014 0.147 0.603
H -1.470 0.308 2.194
H 0.560 2.067 2.403
H 0.945 1.604 0.740
F -2.434 0.001 -1.455
C -1.141 -0.318 -1.259
C -0.090 0.245 -2.018
C 1.194 -0.164 -1.771
C 1.446 -1.127 -0.811
C 0.404 -1.638 -0.020
C -0.868 -1.245 -0.262
H -0.263 1.001 -2.770
H 1.942 0.244 -2.435
H 2.441 -1.507 -0.634
H 0.702 -2.426 0.656
H -1.690 -1.557 0.365
```

Computed properties:
* F_max: 2.55 eV/Å
* E_LUMO: 0.5 eV
* HOMO: -9.1 eV
* HOMO-LUMO gap: 9.56 eV
* energy relative to the best compared isomer or geometry (same formula, charge and spin): 146.88 kJ/mol
* SMILES: Fc1ccccc1.BrCCBr
* energy: -5558.0796 Eh

Record 2
Density functional theory data (the ωB97M-V functional and the def2-TZVPD basis) for one molecule with the formula C4H5FS.

XYZ file:
```
11
C4H5FS the ωB97M-V functional and the def2-TZVPD basis
C 2.024 -0.320 -0.297
C 0.801 -0.308 0.166
C -0.529 0.197 -0.430
C -1.749 0.379 0.428
H 2.378 0.332 -1.274
H 0.586 -0.698 1.181
H -0.529 0.763 -1.344
H -2.389 1.225 -0.041
H -1.840 0.572 1.526
F 3.038 -0.848 0.227
S -1.792 -1.294 -0.142
```

Computed properties:
* F_max: 7.01 eV/Å
* E_LUMO: 0.6 eV
* HOMO: -8.6 eV
* HOMO-LUMO gap: 9.28 eV
* energy relative to the best compared isomer or geometry (same formula, charge and spin): 189.30 kJ/mol
* SMILES: F/C=C/[C@@H]1CS1
* energy: -653.3688 Eh